2 unconnected molecules or ions with the total composition C8H8FN in a non-equilibrium geometry, computed with ωB97M-V/def2-TZVPD.

Results
Frontier orbital gap: 9.20 eV
HOMO energy: -9.39 eV
Relative energy (zero: lowest compared OMol25 entry of this formula, charge and spin): 73.0 kcal/mol
E_tot: -464.13157 Ha
Lowest unoccupied orbital energy: -0.00701 hartree
Total charge: 0

Last columns: bonded neighbours and bond lengths (Å).
Geometry (Å):
1 C -2.153 -1.527 -0.320  C2 1.387, C3 1.396, H11 1.104
2 C -1.507 -1.543 0.908  C1 1.387, C4 1.391, H12 1.174
3 C -1.792 -0.737 -1.413  C1 1.396, C5 1.372, H13 1.047
4 C -0.367 -0.771 1.109  C2 1.391, C6 1.442, H14 1.156
5 C -0.700 0.065 -1.203  C3 1.372, C6 1.463, H15 1.096
6 C 0.002 0.166 0.076  C4 1.442, C5 1.463, C8 1.443
7 C 2.335 1.369 0.902  C8 1.472, N9 1.453, H16 1.025, H17 1.122
8 C 1.053 1.145 0.214  C6 1.443, C7 1.472, N9 1.370
9 N 2.134 1.542 -0.527  C7 1.453, C8 1.370, H18 1.028
10 F -0.103 2.594 0.599  no bonds
11 H -3.148 -2.005 -0.304  C1 1.104
12 H -1.938 -2.183 1.793  C2 1.174
13 H -2.472 -0.686 -2.207  C3 1.047
14 H 0.361 -0.809 2.005  C4 1.156
15 H -0.439 0.940 -1.810  C5 1.096
16 H 2.508 2.265 1.368  C7 1.025
17 H 3.098 0.547 0.950  C7 1.122
18 H 2.109 2.535 -0.789  N9 1.028